C32H90N14O12 | the ωB97M-V functional and the def2-TZVPD basis

## Properties
Calculated total energy (Eh): -2942.65246
SMILES: COC[C@H](C)N.COC[C@H](C)N.COC[C@H](C)N.COC[C@H](C)N.COCCNCCOC.COCCNCCOC.NC(N)=O.NC(N)=O.NC(N)=O.NC(N)=O
HOMO energy (eV): -9.00
E_LUMO (Eh): 0.00986
Energy relative to the best compared isomer or geometry (same formula, charge and spin) (kcal/mol): 0.0
Frontier orbital gap (eV): 9.264

```
! RIJCOSX wB97M-V def2-TZVPD def2/J DEFGRID3
* xyz 0 1
C 4.964 14.176 5.386
O 4.998 13.064 4.519
C 6.242 12.335 4.526
C 6.372 11.440 5.724
C 7.820 11.023 5.996
N 5.614 10.182 5.549
H 5.403 14.029 6.373
H 3.902 14.411 5.526
H 5.351 15.065 4.868
H 6.155 11.717 3.629
H 7.021 13.092 4.388
H 6.030 11.947 6.639
H 7.766 10.275 6.792
H 8.401 11.868 6.367
H 8.266 10.515 5.146
H 4.617 10.373 5.443
H 5.638 9.728 6.461
C 9.030 10.224 0.631
O 9.973 11.264 0.527
C 10.766 11.236 -0.629
C 10.054 11.736 -1.870
C 10.916 11.599 -3.116
N 9.631 13.159 -1.731
H 8.398 10.424 1.488
H 9.579 9.275 0.672
H 8.395 10.168 -0.262
H 11.657 11.842 -0.417
H 11.221 10.241 -0.803
H 9.135 11.174 -2.059
H 11.270 10.578 -3.263
H 11.802 12.244 -3.100
H 10.345 11.870 -4.006
H 10.453 13.722 -1.941
H 9.451 13.298 -0.737
C 14.833 8.029 -3.992
O 14.477 9.316 -4.393
C 15.249 9.830 -5.484
C 14.821 11.265 -5.714
C 13.515 11.334 -6.515
N 15.900 11.875 -6.536
H 13.967 7.410 -3.727
H 15.452 8.033 -3.084
H 15.323 7.416 -4.760
H 16.307 9.696 -5.227
H 14.998 9.255 -6.383
H 14.735 11.818 -4.774
H 12.867 12.114 -6.104
H 12.924 10.421 -6.544
H 13.724 11.644 -7.541
H 15.637 12.814 -6.823
H 16.724 12.020 -5.956
C 11.261 7.350 -2.177
O 9.897 7.223 -2.344
C 9.415 6.008 -1.795
C 7.907 6.056 -1.909
C 7.273 7.093 -0.999
N 7.181 4.767 -1.840
H 11.667 8.311 -2.499
H 11.829 6.595 -2.738
H 11.583 7.317 -1.123
H 9.829 5.168 -2.368
H 9.729 5.947 -0.743
H 7.734 6.446 -2.930
H 6.184 7.003 -1.052
H 7.563 8.123 -1.165
H 7.480 6.803 0.041
H 7.346 4.232 -2.685
H 6.197 5.012 -1.863
C 7.314 7.349 4.961
O 8.474 8.171 4.952
C 9.534 7.698 5.707
C 10.499 6.875 4.884
N 11.064 7.755 3.824
C 12.038 7.125 2.980
C 12.513 8.132 1.948
O 13.376 7.486 1.034
C 14.176 8.430 0.362
H 7.652 6.399 4.521
H 6.523 7.739 4.336
H 6.981 7.170 5.987
H 9.180 7.077 6.550
H 10.059 8.489 6.251
H 10.073 5.957 4.463
H 11.377 6.634 5.495
H 10.280 8.185 3.342
H 11.627 6.278 2.401
H 12.882 6.746 3.562
H 13.033 8.959 2.448
H 11.628 8.520 1.423
H 13.580 9.138 -0.229
H 14.901 7.913 -0.256
H 14.706 9.095 1.061
C 17.586 4.701 0.937
O 17.506 5.386 -0.272
C 18.640 6.058 -0.739
C 18.169 7.252 -1.540
N 17.712 8.329 -0.672
C 17.915 9.668 -1.229
C 17.071 10.679 -0.495
O 15.687 10.668 -0.812
C 15.347 11.456 -1.922
H 16.758 4.988 1.591
H 18.457 5.004 1.547
H 17.670 3.627 0.775
H 19.271 5.391 -1.341
H 19.267 6.424 0.085
H 17.378 6.895 -2.218
H 18.970 7.559 -2.219
H 16.700 8.331 -0.579
H 17.755 9.728 -2.326
H 18.970 9.980 -1.222
H 17.481 11.690 -0.634
H 17.123 10.499 0.583
H 14.343 11.185 -2.250
H 15.987 11.201 -2.774
H 15.357 12.522 -1.680
N 11.729 10.572 4.859
C 13.044 10.790 5.212
N 13.820 9.708 4.837
O 13.474 11.790 5.759
H 11.397 9.611 4.843
H 11.039 11.238 5.164
H 14.816 9.687 4.924
H 13.338 8.947 4.390
N 11.144 3.417 4.293
C 11.076 2.183 4.927
N 11.213 2.245 6.285
O 10.926 1.142 4.290
H 11.175 3.415 3.293
H 11.513 4.185 4.837
H 11.341 1.407 6.819
H 11.499 3.090 6.750
N 16.390 8.223 1.726
C 16.804 8.408 3.023
N 17.878 9.234 3.188
O 16.115 8.050 3.979
H 15.508 7.768 1.574
H 17.005 8.259 0.932
H 18.416 9.537 2.399
H 18.191 9.457 4.113
N 14.341 6.576 5.735
C 13.778 5.385 5.394
N 14.138 4.901 4.161
O 12.956 4.817 6.118
H 15.026 7.010 5.130
H 14.018 7.060 6.550
H 14.654 5.512 3.556
H 14.001 3.926 3.980
*
```

These are the Mulliken partial charges, in e, on atoms 1 to 99: number 1, C, carries -0.67; number 2, O, carries -0.41; number 3, C, carries -0.76; number 4, C, carries 0.74; number 5, C, carries -1.25; number 6, N, carries -0.62; number 7, H, carries 0.29; number 8, H, carries 0.26; number 9, H, carries 0.26; number 10, H, carries 0.25; number 11, H, carries 0.36; number 12, H, carries 0.21; number 13, H, carries 0.37; number 14, H, carries 0.51; number 15, H, carries -0.01; number 16, H, carries 0.24; number 17, H, carries 0.24; number 18, C, carries -0.38; number 19, O, carries -0.40; number 20, C, carries -0.04; number 21, C, carries 0.93; number 22, C, carries -1.61; number 23, N, carries -0.76; number 24, H, carries 0.16; number 25, H, carries 0.02; number 26, H, carries 0.33; number 27, H, carries 0.21; number 28, H, carries -0.29; number 29, H, carries 0.09; number 30, H, carries 0.28; number 31, H, carries 0.34; number 32, H, carries 0.44; number 33, H, carries 0.31; number 34, H, carries 0.30; number 35, C, carries -0.36; number 36, O, carries 0.00; number 37, C, carries -1.18; number 38, C, carries 1.23; number 39, C, carries -1.50; number 40, N, carries -0.83; number 41, H, carries 0.02; number 42, H, carries -0.07; number 43, H, carries 0.41; number 44, H, carries 0.36; number 45, H, carries 0.45; number 46, H, carries -0.01; number 47, H, carries 0.35; number 48, H, carries 0.28; number 49, H, carries 0.43; number 50, H, carries 0.27; number 51, H, carries 0.24; number 52, C, carries -0.06; number 53, O, carries -0.29; number 54, C, carries -0.50; number 55, C, carries 0.65; number 56, C, carries -1.22; number 57, N, carries -0.78; number 58, H, carries -0.23; number 59, H, carries 0.42; number 60, H, carries 0.02; number 61, H, carries 0.33; number 62, H, carries 0.18; number 63, H, carries 0.17; number 64, H, carries 0.46; number 65, H, carries 0.04; number 66, H, carries 0.31; number 67, H, carries 0.27; number 68, H, carries 0.25; number 69, C, carries -0.98; number 70, O, carries 0.08; number 71, C, carries -1.47; number 72, C, carries 0.13; number 73, N, carries 0.65; number 74, C, carries -1.31; number 75, C, carries 1.25; number 76, O, carries -0.61; number 77, C, carries -1.10; number 78, H, carries 0.37; number 79, H, carries 0.20; number 80, H, carries 0.31; number 81, H, carries 0.55; number 82, H, carries 0.39; number 83, H, carries 0.26; number 84, H, carries -0.06; number 85, H, carries 0.14; number 86, H, carries 0.55; number 87, H, carries -0.01; number 88, H, carries 0.18; number 89, H, carries -0.74; number 90, H, carries -0.03; number 91, H, carries 0.72; number 92, H, carries 0.67; number 93, C, carries -0.49; number 94, O, carries -0.32; number 95, C, carries -0.73; number 96, C, carries -0.52; number 97, N, carries -0.10; number 98, C, carries -0.54; number 99, C, carries -0.76